1.
C5H12N2 | ωB97M-V/def2-TZVPD

Structure (XYZ):
```
19
Properties=species:S:1:pos:R:3
C 1.0049 0.6542 1.1914
C 1.2095 -0.4400 0.1359
C -0.0534 -0.4855 -0.8400
C -1.2670 -0.0612 -0.1019
C -1.9990 1.0399 -0.5519
N -1.9568 -0.8778 0.8285
N 2.4623 -0.2432 -0.6709
H 1.9783 0.7400 1.7781
H 0.1672 0.4719 1.8752
H 0.8585 1.6596 0.6290
H 1.4239 -1.5392 0.5689
H 0.0393 -1.3981 -1.4211
H 0.1580 0.2601 -1.6046
H -2.9818 1.2169 -0.2779
H -1.6210 1.5773 -1.3672
H -2.4186 -0.4424 1.5863
H -1.9558 -1.9021 0.6650
H 2.5423 0.7787 -1.0023
H 2.4092 -1.0090 -1.4203
```

## Properties
**Energy above the lowest of the compared OMol25 structures with the same formula, charge and spin**: 51.4 kcal/mol
**E_HOMO**: -7.86 eV
**SMILES**: C=C(N)C[C@H](C)N
**Frontier orbital gap**: 8.839 eV
**Maximum force**: 5.3 eV/Å

2.
C4H9NOS | ωB97M-V/def2-TZVPD

Structure (XYZ):
```
16
Properties=species:S:1:pos:R:3
C -0.2553 -0.5260 0.6535
C -1.5182 -1.0664 0.0378
C 1.0597 -1.2703 0.6348
C 0.9284 1.5677 -1.2091
N -0.2576 1.3288 -0.4227
O -1.8232 1.4636 1.4275
S -0.3758 1.1896 1.1824
H -1.6812 -2.0175 0.4351
H -1.6475 -1.0375 -1.1169
H -2.3983 -0.5260 0.3571
H 1.8564 -0.9169 1.3769
H 1.4524 -1.1030 -0.3853
H 0.8654 -2.2319 0.9498
H 1.6392 0.9195 -0.7146
H 0.8091 1.5263 -2.2338
H 1.3466 2.7000 -0.9724
```

## Properties
**Energy above the lowest of the compared OMol25 structures with the same formula, charge and spin**: 121.9 kcal/mol
**E_HOMO (alpha / beta)**: -8.54 / -8.54 eV
**SMILES**: CN=S(=O)=C(C)C
**Frontier orbital gap (alpha / beta)**: 8.310 / 8.306 eV
**Maximum force**: 5.9 eV/Å

3.
C4H7FN2O | ωB97M-V/def2-TZVPD

Structure (XYZ):
```
15
Properties=species:S:1:pos:R:3
C -1.7943 -0.1244 -0.1242
C 0.5103 0.5451 0.2103
C 1.8397 -0.1345 0.4338
C 2.8385 0.0609 -0.4017
H -2.2882 -2.0128 0.2838
H -3.5458 -1.0463 -0.2667
H -1.5229 1.6838 0.0858
H 0.1319 1.0966 1.0657
H 0.3692 1.2170 -0.6771
H 1.9352 -0.6908 1.3363
H 2.7728 0.6028 -1.3586
N -2.5743 -1.2255 -0.2612
N -2.2312 1.0548 -0.1788
O -0.4592 -0.5110 0.0472
F 4.0183 -0.5158 -0.1944
```

## Properties
**Energy above the lowest of the compared OMol25 structures with the same formula, charge and spin**: 32.8 kcal/mol
**E_HOMO**: -9.50 eV
**SMILES**: [H]/N=C(/N)OC/C=C/F
**Frontier orbital gap**: 10.407 eV
**Maximum force**: 1.9 eV/Å

4.
C48H38CrN2O8S2 | ωB97M-V/def2-TZVPD

Structure (XYZ):
```
99
Properties=species:S:1:pos:R:3
Cr -1.1572 -2.6078 0.7311
C -5.2881 -2.5433 1.1954
C -3.8521 -2.7788 1.5897
O -2.9969 -1.9718 1.0794
C -3.5632 -3.8142 2.4668
C -2.2744 -4.0434 2.9955
C -2.0645 -4.9390 4.1794
N -1.2534 -3.4145 2.4823
N -0.0370 -3.3740 3.1418
C 0.6305 -2.3600 2.6812
O 0.1369 -1.4987 1.8245
C 2.0240 -2.1841 3.1570
C 2.6658 -0.9626 2.9934
C 3.9916 -0.8041 3.3702
C 4.6916 -1.8733 3.9115
C 4.0557 -3.0989 4.0717
C 2.7321 -3.2566 3.6937
H -5.4041 -1.5269 0.8239
H -5.9657 -2.7231 2.0292
H -5.5408 -3.2360 0.3893
H -4.3841 -4.4111 2.8379
H -3.0114 -5.3394 4.5354
H -1.5665 -4.3911 4.9786
H -1.4054 -5.7597 3.8921
H 2.1117 -0.1437 2.5611
H 4.4840 0.1508 3.2244
H 5.7282 -1.7544 4.2029
H 4.6048 -3.9410 4.4747
H 2.2329 -4.2109 3.7883
O -1.5895 -6.2115 -0.8808
C -1.2227 -5.1340 -0.4699
O -1.9846 -4.1496 -0.1062
C 0.2970 -4.7798 -0.3072
O 1.1844 -5.5227 -0.6548
O 0.4581 -3.6049 0.2373
C -3.9719 6.6580 1.6312
C -3.5373 5.2370 1.3879
C -3.2320 4.3894 2.4462
C -2.8176 3.0836 2.2133
C -2.6943 2.6292 0.9122
C -3.0239 3.4468 -0.1566
C -3.4385 4.7435 0.0860
S -2.0947 0.9470 0.6095
O -2.7268 0.5060 -0.6500
C -0.3838 1.4810 0.2849
C 0.3214 1.8587 1.4513
C 1.6033 2.3000 1.3753
C 2.2782 2.3295 0.1293
C 3.6388 2.7005 0.0341
C 4.2914 2.6610 -1.1655
C 3.6059 2.2515 -2.3261
C 2.2858 1.9052 -2.2655
C 1.5839 1.9344 -1.0365
C 0.2134 1.5185 -0.9454
C -0.4940 1.1683 -2.2073
C -0.8451 2.2318 -3.0904
C -0.5670 3.5894 -2.7781
C -0.9289 4.5953 -3.6268
C -1.5891 4.3044 -4.8407
C -1.8721 3.0107 -5.1673
C -1.5135 1.9441 -4.3051
C -1.8227 0.6039 -4.6205
C -1.4842 -0.4028 -3.7665
C -0.8023 -0.1206 -2.5701
S -0.4635 -1.6159 -1.5661
O -0.9238 -2.7121 -2.4423
C 1.3316 -1.5654 -1.6807
C 1.9128 -1.9352 -2.8782
C 3.2953 -1.9969 -2.9662
C 4.0946 -1.7112 -1.8636
C 5.5914 -1.8464 -1.9375
C 3.4821 -1.3503 -0.6660
C 2.1051 -1.2829 -0.5665
H -4.0199 6.8768 2.6971
H -4.9562 6.8449 1.1987
H -3.2727 7.3586 1.1709
H -3.3246 4.7490 3.4643
H -2.5981 2.4188 3.0408
H -2.9609 3.0590 -1.1663
H -3.6888 5.3898 -0.7482
H -0.1838 1.7979 2.4080
H 2.1325 2.6114 2.2683
H 4.1604 3.0018 0.9354
H 5.3374 2.9344 -1.2253
H 4.1345 2.1898 -3.2687
H 1.7755 1.5657 -3.1570
H -0.0676 3.8227 -1.8464
H -0.7115 5.6242 -3.3685
H -1.8743 5.1099 -5.5056
H -2.3825 2.7738 -6.0936
H -2.3444 0.3895 -5.5455
H -1.7182 -1.4384 -3.9747
H 1.2843 -2.1972 -3.7211
H 3.7578 -2.2986 -3.8989
H 5.9368 -1.8645 -2.9713
H 5.9045 -2.7764 -1.4585
H 6.0857 -1.0229 -1.4190
H 4.0879 -1.1459 0.2104
H 1.6302 -1.0494 0.3785
```

## Properties
**⟨S²⟩**: 3.78
**E_HOMO (alpha / beta)**: -4.38 / -4.78 eV
**Charge**: -1
**Frontier orbital gap (alpha / beta)**: 6.390 / 6.797 eV
**Maximum force**: 1.0 eV/Å
**Multiplicity**: 4

5.
C54H48IN4O3P2RbS2 | ωB97M-V/def2-TZVPD

Structure (XYZ):
```
115
Properties=species:S:1:pos:R:3
Rb 0.0803 -1.8686 -0.7252
C 5.8923 -1.6239 -0.6008
C 5.0177 -2.2382 0.4625
N 5.5462 -2.0332 1.6517
C 5.0485 -2.6343 2.7166
C 3.8947 -3.3436 2.6797
C 3.4157 -3.9849 3.9481
O 2.8576 -5.2938 3.8138
C 3.1798 -3.5072 1.4934
C 2.0302 -4.3823 1.4448
N 1.6731 -5.2983 0.6123
C 2.2921 -6.2996 -0.1113
C 3.5716 -6.8100 0.2463
C 4.0628 -8.0209 -0.2724
C 3.4130 -8.6027 -1.3791
C 2.2068 -7.9793 -1.8569
C 1.7441 -6.8479 -1.2448
I 0.1370 -5.7735 -2.1934
C 3.6535 -2.7586 0.2934
O 2.9910 -2.3144 -0.7086
H 5.9325 -2.2987 -1.4825
H 6.9093 -1.3921 -0.2048
H 5.5140 -0.6743 -0.9009
H 5.6684 -2.4970 3.5441
H 2.7532 -3.2148 4.4818
H 4.2995 -3.9675 4.6017
H 2.4136 -5.5545 4.6357
H 1.2210 -4.2925 2.1938
H 4.1633 -6.3591 1.0430
H 4.9470 -8.4711 0.0978
H 3.7324 -9.5477 -1.7925
H 1.7183 -8.3934 -2.6714
O -1.6672 0.6761 0.1710
S -1.6897 1.7329 -0.9356
C -3.0759 1.7532 -2.1324
C -2.4912 2.0050 -3.3945
C -3.2390 2.0031 -4.5759
C -4.6452 1.6744 -4.5554
C -5.1913 1.4370 -3.2652
C -4.4260 1.4655 -2.0846
P -5.2681 1.0361 -0.5503
C -4.6215 2.0298 0.8217
C -4.0960 1.4503 1.9757
C -4.3260 2.0334 3.2449
C -4.8063 3.3508 3.3172
C -5.1140 3.9661 2.1452
C -4.9179 3.3737 0.9021
C -4.7412 -0.6750 -0.2700
C -4.1422 -1.3665 -1.3281
C -3.5418 -2.5401 -1.0079
C -3.8486 -3.3034 0.1470
C -4.5978 -2.6181 1.1161
C -5.0154 -1.3291 0.9464
C -1.8854 3.4554 -0.2984
C -2.4384 4.4971 -1.0988
C -2.5603 5.7999 -0.6495
C -2.1060 6.0318 0.6708
C -1.4963 5.0564 1.4298
C -1.2240 3.7936 0.8711
P 0.2952 2.9123 1.3535
C 0.1052 2.6889 3.1906
C 1.2118 2.1954 3.8620
C 1.0878 1.8491 5.2521
C -0.1995 1.9188 5.8816
C -1.3215 2.3539 5.1303
C -1.1354 2.9015 3.7769
C 1.3808 4.3316 1.4144
C 1.9005 4.7545 0.1901
C 2.9460 5.7225 0.1297
C 3.4533 6.2097 1.3122
C 3.0107 5.7800 2.5653
C 1.9378 4.8973 2.6219
H -1.4412 2.2762 -3.3909
H -2.7577 2.0852 -5.5330
H -5.2124 1.5948 -5.4965
H -6.1746 1.0208 -3.2249
H -3.5085 0.5438 1.9501
H -4.1685 1.4431 4.1451
H -4.9093 3.8188 4.2725
H -5.2542 5.0429 2.1468
H -4.8529 4.0426 0.0102
H -4.1508 -0.8477 -2.2891
H -2.9656 -3.0210 -1.8648
H -3.3705 -4.2482 0.3191
H -4.7522 -3.0397 2.1307
H -5.5146 -0.7543 1.7505
H -2.9217 4.2702 -2.0158
H -3.0356 6.5621 -1.2573
H -2.0698 7.0272 1.1090
H -1.2211 5.3169 2.4066
H 2.1611 1.9639 3.3886
H 1.9507 1.4585 5.7766
H -0.3425 1.7654 7.0011
H -2.3187 2.3776 5.5650
H -1.9728 3.4132 3.2686
H 1.6086 4.2250 -0.7242
H 3.2973 6.0428 -0.8509
H 4.2610 6.8947 1.1634
H 3.5255 6.0848 3.4835
H 1.5441 4.6386 3.5762
C 2.7597 -2.9654 -4.7289
N 1.9019 -1.8004 -5.0908
C 2.4424 -0.5421 -5.6932
C 1.2006 0.3176 -5.8523
N 0.1457 -0.5406 -5.3784
C 0.5819 -1.7249 -4.8833
S -0.3873 -2.8723 -4.1374
H 3.2218 -2.7225 -3.7686
H 3.5415 -3.1022 -5.4459
H 2.0810 -3.8072 -4.7550
H 2.8467 -0.7669 -6.7004
H 3.2783 -0.0503 -5.0977
H 1.0013 0.5437 -6.9414
H 1.2734 1.2200 -5.1734
H -0.8027 -0.2119 -5.2786
```

## Properties
**Energy above the lowest of the compared OMol25 structures with the same formula, charge and spin**: 98.8 kcal/mol
**E_HOMO**: -6.13 eV
**Frontier orbital gap**: 5.708 eV
**Maximum force**: 4.2 eV/Å

6.
C10H40N6O10 | ωB97M-V/def2-TZVPD

Structure (XYZ):
```
66
Properties=species:S:1:pos:R:3
C -14.9666 -7.0225 -13.7816
O -15.1495 -6.7061 -15.1267
H -14.8493 -8.0559 -13.5291
H -14.1436 -6.3517 -13.4602
H -15.9031 -6.7469 -13.2579
H -14.3793 -6.7433 -15.6292
C -8.3102 -4.0574 -14.4372
O -9.1925 -5.1387 -14.7083
H -8.7324 -3.1788 -14.9155
H -8.2289 -3.8254 -13.3732
H -7.3315 -4.2853 -14.9135
H -8.9126 -5.9958 -14.2873
C -14.4638 -10.0309 -7.8110
O -14.1223 -10.9623 -8.8266
H -13.6317 -9.7150 -7.1878
H -14.9626 -9.1487 -8.2080
H -15.2162 -10.5007 -7.1690
H -13.6878 -10.5346 -9.5646
C -10.7496 -11.3456 -13.4161
O -10.6931 -10.0887 -12.8513
H -11.5071 -11.5002 -14.2177
H -9.7051 -11.4960 -13.8389
H -10.8358 -12.2223 -12.8276
H -11.5546 -9.8863 -12.3811
C -6.9182 -8.1496 -13.1213
O -7.7780 -6.9820 -12.7173
H -7.6047 -8.9945 -13.1846
H -6.4139 -8.0143 -14.0587
H -6.1519 -8.3946 -12.3280
H -7.1942 -6.3838 -12.2167
C -4.6735 -6.1481 -10.7496
O -5.8043 -5.6892 -11.5426
H -3.7313 -6.1755 -11.3294
H -4.4376 -5.5031 -9.8970
H -5.0218 -7.1241 -10.3248
H -5.7865 -4.7439 -11.5426
C -10.0949 -5.7054 -8.6494
O -10.4065 -5.2466 -9.9722
H -9.4955 -4.9592 -8.1317
H -10.9809 -5.7305 -7.9483
H -9.5284 -6.6544 -8.7406
H -10.9825 -4.4716 -10.0177
C -12.4116 -5.1929 -16.7530
O -12.5264 -3.9961 -16.3541
N -13.4568 -5.8112 -17.3719
N -11.3442 -5.9444 -16.5360
H -13.4003 -6.4331 -18.1536
H -14.3465 -5.2610 -17.2905
H -10.6437 -5.5990 -15.8780
H -11.3208 -6.9234 -16.7479
C -12.2483 -3.1420 -12.5054
O -11.9278 -3.4978 -11.3631
N -11.6334 -3.6786 -13.6273
N -13.1903 -2.1335 -12.7389
H -10.9020 -4.3550 -13.6555
H -11.9810 -3.4278 -14.5811
H -13.9305 -2.3166 -13.4155
H -13.5946 -2.0603 -11.7835
C -12.1913 -8.1707 -10.6679
O -12.6837 -9.2813 -11.0324
N -12.9342 -7.3507 -9.8860
N -10.9598 -7.7453 -11.1067
H -13.6341 -7.7517 -9.2733
H -12.5395 -6.4464 -9.6867
H -10.7378 -7.9633 -12.0810
H -10.7269 -6.7839 -10.9367
```

## Properties
**Energy above the lowest of the compared OMol25 structures with the same formula, charge and spin**: 23.9 kcal/mol
**E_HOMO**: -9.62 eV
**SMILES**: NC(N)=O.NC(N)=O.NC(N)=O.CO.CO.CO.CO.CO.CO.CO
**Frontier orbital gap**: 9.928 eV
**Maximum force**: 3.3 eV/Å

7.
BrClH3N2P | ωB97M-V/def2-TZVPD

Structure (XYZ):
```
8
Properties=species:S:1:pos:R:3
N 1.0497 -0.1179 -1.4946
N -0.3411 1.0177 1.7914
P -0.1682 -0.4324 -0.6888
Cl -2.0985 0.0365 -1.5273
Br -0.2359 -2.6044 -0.5346
H 1.5748 0.6776 -1.7536
H -0.4906 0.2697 2.5391
H 0.7098 1.1533 1.6683
```

## Properties
**Energy above the lowest of the compared OMol25 structures with the same formula, charge and spin**: 95.7 kcal/mol
**E_HOMO**: -9.12 eV
**Frontier orbital gap**: 6.471 eV
**Maximum force**: 2.5 eV/Å

8.
C7H14NO | ωB97M-V/def2-TZVPD

Structure (XYZ):
```
23
Properties=species:S:1:pos:R:3
C -1.0643 0.4626 0.1902
C 0.3247 0.9747 0.3975
C 1.2859 -0.2096 0.0465
C -2.1783 1.4480 0.0993
C 1.6499 -0.1848 -1.4407
C 2.5622 -0.0342 0.9249
C -2.1672 -1.7792 -0.0112
N -1.2202 -0.7764 0.1186
O 0.6881 -1.3440 0.4379
H 0.5388 1.8507 -0.2168
H 0.4137 1.2669 1.4487
H -2.4727 1.5667 -0.9444
H -1.8714 2.4166 0.4825
H -3.0468 1.0916 0.6520
H 2.2657 -1.0495 -1.6754
H 2.2039 0.7133 -1.6931
H 0.7545 -0.2411 -2.0582
H 3.2878 -0.7838 0.6270
H 2.3200 -0.1727 1.9753
H 2.9694 0.9571 0.7605
H -2.1293 -2.1998 -1.0183
H -3.1732 -1.3962 0.1957
H -1.9411 -2.5767 0.7016
```

## Properties
**Energy above the lowest of the compared OMol25 structures with the same formula, charge and spin**: 91.2 kcal/mol
**E_HOMO (alpha / beta)**: -14.68 / -14.50 eV
**Charge**: +1
**Frontier orbital gap (alpha / beta)**: 8.288 / 8.395 eV
**Maximum force**: 3.8 eV/Å

9.
C7H11Cl2N | ωB97M-V/def2-TZVPD

Structure (XYZ):
```
21
Properties=species:S:1:pos:R:3
C -0.8540 -0.5769 1.5911
C -1.1112 -1.2407 0.4914
C 0.2948 0.4487 1.8391
C -0.3420 -1.0970 -0.7085
C 0.9557 0.7668 0.4466
C -1.2103 -1.3593 -1.9483
C 1.0203 2.2771 0.0524
N 0.3280 0.1390 -0.6631
Cl 0.8051 -2.5680 -0.8243
Cl 2.7812 0.2244 0.6451
H -1.4672 -0.6756 2.5372
H -1.7450 -2.0038 0.4443
H -0.0320 1.3571 2.3578
H 1.0727 -0.0678 2.4568
H -0.7687 -1.0512 -2.8309
H -2.1916 -0.7428 -1.9342
H -1.4026 -2.5366 -2.0870
H 1.6232 2.4303 -0.8492
H 1.2728 3.0694 0.8096
H 0.0725 2.7057 -0.3268
H 0.8981 0.5011 -1.4991
```

## Properties
**Energy above the lowest of the compared OMol25 structures with the same formula, charge and spin**: 0.8 kcal/mol
**E_HOMO**: -9.56 eV
**SMILES**: C[C@]1(Cl)C=CC[C@@](C)(Cl)N1
**Frontier orbital gap**: 10.343 eV
**Maximum force**: 4.2 eV/Å

10.
C29H42N3PtSi | ωB97M-V/def2-TZVPD

Structure (XYZ):
```
76
Properties=species:S:1:pos:R:3
Pt 0.0489 0.0038 0.4480
C -2.0826 2.7690 -0.1811
C -0.6718 3.1475 -0.4781
C -0.2800 4.4743 -0.6398
C 1.0439 4.7571 -0.9232
C 1.9327 3.7100 -1.1051
C 1.4660 2.4073 -0.9655
N 0.1946 2.1510 -0.6093
C 2.2822 1.2216 -1.2524
C 3.4810 1.2609 -1.9619
C 4.0897 0.0660 -2.3107
C 3.4840 -1.1334 -1.9741
C 2.2898 -1.1134 -1.2564
N 1.7425 0.0520 -0.8976
C 1.4831 -2.3049 -0.9709
C 1.9360 -3.6086 -1.1496
C 1.0417 -4.6561 -1.0077
C -0.2809 -4.3800 -0.7025
C -0.6571 -3.0585 -0.4786
C -2.0593 -2.6680 -0.1576
N 0.2146 -2.0623 -0.5925
H -2.4988 3.3786 0.6172
H -2.1137 1.7127 0.1032
H -2.6982 2.9055 -1.0688
H -1.0035 5.2636 -0.5258
H 1.3797 5.7782 -1.0073
H 2.9671 3.9034 -1.3333
H 3.9162 2.2001 -2.2581
H 5.0098 0.0716 -2.8721
H 3.9168 -2.0660 -2.2871
H 2.9692 -3.7992 -1.3873
H 1.3687 -5.6738 -1.1596
H -1.0160 -5.1661 -0.6339
H -2.5327 -3.3916 0.4989
H -2.6408 -2.6070 -1.0786
H -2.0482 -1.6760 0.3096
C -2.8453 0.4912 2.6764
C -1.8616 -0.2933 3.5475
C -1.9613 0.2310 4.9795
C -2.3435 -1.7452 3.5755
Si 0.0032 -0.0780 2.8352
C 0.7873 1.6925 3.3521
C -0.2220 2.8059 3.0667
C 1.1945 1.7779 4.8223
C 2.0271 1.9852 2.5001
C 1.1627 -1.5917 3.3845
C 1.0618 -1.8662 4.8857
C 2.6246 -1.2875 3.0504
C 0.7920 -2.8712 2.6297
H -3.8625 0.3009 3.0176
H -2.7772 0.1831 1.6310
H -2.6673 1.5598 2.7335
H -2.9745 0.0626 5.3471
H -1.7665 1.2964 5.0369
H -1.2764 -0.2878 5.6435
H -3.3720 -1.7673 3.9376
H -1.7521 -2.3545 4.2500
H -2.3363 -2.2023 2.5927
H -1.1040 2.7256 3.6925
H -0.5297 2.7811 2.0261
H 0.2306 3.7781 3.2655
H 0.3614 1.5949 5.4933
H 1.5729 2.7792 5.0334
H 1.9898 1.0768 5.0556
H 1.8439 1.7540 1.4522
H 2.8860 1.4096 2.8242
H 2.2868 3.0403 2.5796
H 1.2226 -0.9683 5.4737
H 1.8229 -2.5922 5.1753
H 0.0958 -2.2851 5.1501
H 3.0293 -0.5181 3.7007
H 2.7307 -0.9651 2.0140
H 3.2304 -2.1830 3.1912
H -0.2768 -3.0479 2.6170
H 1.2700 -3.7318 3.0956
H 1.1447 -2.8130 1.6053
```

## Properties
**E_HOMO (alpha / beta)**: -10.07 / -10.07 eV
**Charge**: +1
**Frontier orbital gap (alpha / beta)**: 5.696 / 5.696 eV
**Maximum force**: 1.8 eV/Å